1.
Computed, not measured: a cluster of 5 separate species, C33H56BN8O8PS in total in a non-equilibrium geometry, with ωB97M-V/def2-TZVPD.

Output
HOMO-LUMO gap (eV): 7.861
Electronic energy (eV): -84233.382
Highest occupied orbital energy (hartree): -0.27567
Total charge: 0
SMILES: [H]/N=C(\C)Cc1cc(C[C@H]2CO2)cc2c1N(B(O)CC)c1ccc(P(=N)(O)O)c(CN)c1S2.CNC(C)=O.CNC(C)=O.CNC(C)=O.CNC(C)=O

Cartesian coordinates (Å):
H (-5.7644, -0.7617, -1.9693)
N (-5.0665, -0.6788, -1.2256)
C (-3.9191, -0.4229, -1.7248)
C (-3.7731, -0.2949, -3.2412)
C (-2.7599, -0.2906, -0.7677)
C (-2.4112, 1.1594, -0.4216)
C (-3.4061, 2.1082, -0.5435)
C (-3.1979, 3.4483, -0.2745)
C (-4.2502, 4.5367, -0.3454)
C (-5.2662, 4.2399, -1.5064)
C (-6.6213, 4.9019, -1.3317)
O (-5.5933, 5.3402, -2.3048)
C (-1.9233, 3.8101, 0.1235)
C (-0.9283, 2.8757, 0.2576)
C (-1.1309, 1.5244, 0.0092)
N (-0.1738, 0.4679, 0.1552)
B (-0.3547, -0.2771, 1.4764)
O (-0.2660, 0.4576, 2.6506)
C (-0.6422, -1.8271, 1.4228)
C (0.0658, -2.5355, 2.6345)
C (1.1949, 0.8595, 0.1593)
C (2.1074, -0.1641, -0.0945)
C (3.4610, 0.0091, -0.0872)
C (3.9978, 1.2656, 0.1983)
P (5.8086, 1.3270, 0.2280)
N (6.3332, 0.3665, -0.8848)
O (6.3344, 0.7747, 1.6499)
O (6.4446, 2.7996, -0.0067)
C (3.1023, 2.3107, 0.4310)
C (3.6500, 3.7165, 0.7042)
N (4.0449, 4.3907, -0.5493)
C (1.7265, 2.1132, 0.4237)
S (0.6603, 3.4948, 0.7755)
H (-3.9014, -1.2973, -3.6719)
H (-2.7916, 0.1126, -3.5143)
H (-4.5799, 0.3085, -3.6707)
H (-2.9735, -0.8030, 0.1775)
H (-1.8413, -0.7357, -1.1823)
H (-4.4050, 1.8012, -0.8443)
H (-3.8528, 5.5307, -0.5588)
H (-4.8979, 4.5014, 0.5385)
H (-5.2519, 3.2450, -1.9514)
H (-6.7516, 5.6667, -0.5702)
H (-7.4437, 4.6152, -1.9817)
H (-1.7065, 4.8548, 0.3457)
H (-1.1634, 0.5515, 2.9998)
H (-1.7126, -2.0627, 1.3493)
H (-0.1457, -2.2003, 0.5131)
H (0.7160, -3.3250, 2.2412)
H (-0.6938, -3.0009, 3.2719)
H (0.7017, -1.8367, 3.1856)
H (1.7409, -1.1688, -0.3107)
H (4.0954, -0.8490, -0.3021)
H (6.9344, 0.8448, -1.5458)
H (5.7634, 1.0939, 2.3680)
H (6.6886, 2.8735, -0.9363)
H (4.5464, 3.6417, 1.3338)
H (2.9138, 4.3527, 1.2011)
H (4.2959, 3.7004, -1.2436)
H (3.3063, 4.9965, -0.8816)
C (-9.3114, -4.2429, -1.8500)
N (-8.5747, -3.0453, -2.2077)
C (-7.6143, -2.9002, -3.1539)
C (-7.2334, -4.1167, -3.9604)
O (-7.0850, -1.8124, -3.3331)
H (-10.3778, -4.0621, -1.9948)
H (-9.1350, -4.4682, -0.7970)
H (-9.0093, -5.0932, -2.4517)
H (-8.7769, -2.1933, -1.7081)
H (-6.4584, -3.8408, -4.6696)
H (-6.8445, -4.8990, -3.3073)
H (-8.0950, -4.4906, -4.5151)
C (9.7940, 0.8817, 1.6978)
N (10.8612, 1.0591, 2.6689)
C (11.6741, 0.1146, 3.2100)
C (11.4724, -1.3155, 2.7695)
O (12.5313, 0.4273, 4.0216)
H (10.0235, 1.4829, 0.8157)
H (8.8597, 1.2386, 2.1291)
H (9.6789, -0.1559, 1.4045)
H (11.0499, 1.9897, 3.0062)
H (12.1905, -1.9468, 3.2850)
H (10.4667, -1.6536, 3.0228)
H (11.6347, -1.4094, 1.6949)
C (-4.6170, -0.4838, 5.6674)
N (-3.9806, -1.1366, 4.5382)
C (-4.0358, -0.7913, 3.2269)
C (-4.8511, 0.4202, 2.8470)
O (-3.4370, -1.4516, 2.3891)
H (-3.8492, -0.1675, 6.3753)
H (-5.2781, -1.1956, 6.1643)
H (-5.1933, 0.3809, 5.3564)
H (-3.4180, -1.9550, 4.7144)
H (-4.7941, 0.5599, 1.7697)
H (-5.8962, 0.2762, 3.1237)
H (-4.4575, 1.3137, 3.3359)
C (3.8660, -2.0484, -4.1932)
N (3.3624, -2.2000, -2.8421)
C (3.2147, -3.3407, -2.1224)
C (3.6136, -4.6398, -2.7780)
O (2.7732, -3.3011, -0.9817)
H (4.7413, -1.3968, -4.1742)
H (3.0958, -1.5821, -4.8104)
H (4.1412, -3.0035, -4.6277)
H (3.0781, -1.3691, -2.3452)
H (3.4385, -5.4543, -2.0810)
H (3.0152, -4.8135, -3.6734)
H (4.6731, -4.6252, -3.0369)

---

2.
Computed, not measured: a cluster of 3 separate species, C3H12 in total in a non-equilibrium geometry, with ωB97M-V/def2-TZVPD.

Output
HOMO-LUMO gap (eV): 13.969
Electronic energy (eV): -3305.332
Highest occupied orbital energy (hartree): -0.47839
Total charge: 0
SMILES: C.C.C

Cartesian coordinates (Å):
C (-2.9421, 2.3293, 2.5947)
H (-3.5899, 3.0577, 3.0881)
H (-3.5323, 1.6851, 1.9615)
H (-2.2184, 2.9362, 2.0632)
H (-2.4518, 1.7444, 3.3764)
C (2.0347, -1.7919, -3.7517)
H (1.8765, -0.7387, -3.4960)
H (2.0952, -1.7679, -4.8406)
H (2.9913, -2.0677, -3.3030)
H (1.2562, -2.4155, -3.3145)
C (0.8955, -0.5970, 1.1204)
H (0.8730, 0.4326, 0.7566)
H (-0.0967, -1.0396, 1.1993)
H (1.4364, -1.2499, 0.4471)
H (1.3724, -0.5171, 2.0984)

---

3.
Computed, not measured: a cluster of 10 separate species, C24H71ClN5O13 in total in a non-equilibrium geometry, with ωB97M-V/def2-TZVPD.

Output
HOMO-LUMO gap (eV): 8.182
Electronic energy (eV): -72617.343
Highest occupied orbital energy (hartree): -0.22115
Total charge: -1

Cartesian coordinates (Å):
Cl (0.1629, 0.2116, -0.4652)
O (-0.9208, -0.2694, 0.3709)
O (0.7313, -0.8819, -1.2180)
O (-0.4499, 1.1859, -1.3652)
O (1.0832, 0.8390, 0.4058)
O (-3.0680, 4.4978, 0.5190)
H (-2.3200, 4.4044, 1.1089)
H (-2.7658, 4.1306, -0.3117)
O (-0.6611, 2.6296, -6.1826)
H (-1.3545, 3.2020, -6.5109)
H (-0.7308, 2.6903, -5.2299)
C (6.5759, -1.4019, -2.3657)
C (6.2879, -1.5431, -3.8492)
C (5.6850, -2.9986, -4.1792)
O (6.6090, -4.0448, -3.8634)
C (5.8901, -5.2355, -3.6001)
N (5.1879, -0.5985, -4.0601)
H (7.1307, -2.2787, -2.0316)
H (5.6655, -1.4762, -1.7710)
H (7.1701, -0.5078, -2.1774)
H (7.1888, -1.3643, -4.4361)
H (5.3178, -3.0127, -5.2054)
H (4.7778, -3.0153, -3.5752)
H (5.3401, -5.3602, -2.6673)
H (6.5342, -6.1062, -3.7231)
H (5.0077, -5.3326, -4.2325)
H (4.4316, -0.8895, -3.4572)
H (4.8394, -0.7007, -5.0026)
C (-4.1566, -5.3799, -0.5677)
C (-5.2515, -4.7728, -1.3676)
C (-5.1077, -3.3499, -1.8196)
O (-6.1032, -3.0076, -2.8033)
C (-6.0283, -1.6355, -3.0491)
N (-5.4432, -5.6430, -2.5256)
H (-3.8767, -4.7373, 0.2671)
H (-3.2507, -5.5107, -1.1596)
H (-4.4889, -6.3024, -0.0916)
H (-6.2117, -4.8726, -0.8615)
H (-4.0626, -3.2923, -2.1237)
H (-5.2148, -2.7987, -0.8854)
H (-6.7492, -1.5181, -3.8582)
H (-5.1180, -1.2819, -3.5334)
H (-6.2720, -1.1451, -2.1067)
H (-5.9536, -5.0874, -3.1971)
H (-4.6071, -5.8275, -3.0612)
C (-2.2620, 10.5448, 4.1820)
C (-1.9116, 9.2589, 3.5693)
C (-1.5968, 8.1511, 4.6057)
O (-1.1309, 7.0700, 3.7691)
C (-0.8206, 6.0317, 4.6988)
N (-2.9820, 8.9033, 2.6928)
H (-2.0074, 11.3612, 3.5061)
H (-1.6370, 10.7444, 5.0524)
H (-3.2861, 10.6095, 4.5495)
H (-1.0970, 9.4526, 2.8714)
H (-2.4901, 7.9644, 5.2017)
H (-0.6543, 8.4747, 5.0474)
H (-0.0245, 6.3355, 5.3785)
H (-0.3951, 5.2823, 4.0313)
H (-1.6019, 5.6372, 5.3483)
H (-2.9231, 7.9071, 2.5376)
H (-3.8421, 8.7919, 3.2104)
C (-1.0106, -4.4134, -5.9008)
C (-1.1125, -3.2354, -6.8783)
C (-2.5181, -2.6464, -7.0821)
O (-3.3291, -3.4474, -7.9340)
C (-4.5907, -2.9471, -8.2653)
N (-0.1312, -2.3272, -6.5929)
H (-1.3593, -4.1138, -4.9125)
H (-0.0332, -4.8819, -5.7847)
H (-1.7432, -5.1408, -6.2504)
H (-0.7316, -3.5082, -7.8625)
H (-2.5121, -1.6316, -7.4800)
H (-3.0884, -2.6188, -6.1537)
H (-4.5965, -1.8975, -8.5593)
H (-5.4392, -3.2237, -7.6394)
H (-4.8515, -3.4705, -9.1851)
H (-0.5727, -1.4349, -6.4227)
H (0.0339, -2.5895, -5.6316)
C (5.7040, 5.2081, 3.9871)
C (6.6894, 4.0293, 3.7916)
C (6.8089, 3.1002, 5.0685)
O (7.4894, 1.8380, 4.9997)
C (7.2359, 0.9680, 6.1183)
N (6.3707, 3.1960, 2.6665)
H (4.7291, 4.8023, 4.2572)
H (5.5892, 5.8478, 3.1121)
H (5.9193, 5.8707, 4.8255)
H (7.6642, 4.5147, 3.7451)
H (5.7361, 2.9514, 5.1913)
H (7.2011, 3.8030, 5.8037)
H (7.7290, 0.0420, 5.8227)
H (6.1770, 0.7497, 6.2568)
H (7.6888, 1.2770, 7.0604)
H (5.4899, 2.7158, 2.7840)
H (6.9987, 2.4077, 2.7327)
C (-6.1460, -0.7233, 4.1151)
C (-5.2891, -0.0309, 5.1365)
O (-3.9457, -0.4271, 4.8508)
H (-5.9425, -0.3126, 3.1262)
H (-7.2220, -0.5623, 4.1817)
H (-6.1027, -1.8051, 4.2412)
H (-5.5185, -0.2639, 6.1763)
H (-5.3519, 1.0534, 5.0450)
H (-3.7828, -0.3358, 3.9091)
C (0.3468, -6.2929, 5.0723)
C (0.5698, -4.9233, 4.5915)
O (1.1950, -5.1372, 3.3583)
H (-0.2808, -6.4293, 5.9529)
H (1.2994, -6.7568, 5.3284)
H (-0.1516, -6.8345, 4.2683)
H (1.1524, -4.3915, 5.3437)
H (-0.3616, -4.4067, 4.3595)
H (1.1091, -4.3448, 2.8233)

---

4.
Computed, not measured: a structure of composition C4H5InO2 in a non-equilibrium geometry, with ωB97M-V/def2-TZVPD.

Output
HOMO-LUMO gap (spin up / spin down) (eV): 8.089 / 5.633
Electronic energy (eV): -13484.381
Highest occupied orbital energy (spin up / spin down) (hartree): -0.50399 / -0.50394
Total charge: +1
Multiplicity: 2

Cartesian coordinates (Å):
H (3.0966, -0.6773, 0.3354)
O (2.2343, -1.0481, 0.5438)
C (1.2751, -0.4821, -0.3264)
C (-0.0493, -1.0395, -0.0361)
C (-1.1234, -1.5216, 0.2735)
H (1.5222, -0.6861, -1.3821)
H (1.2148, 0.6135, -0.1997)
H (-1.9832, -2.0552, 0.6411)
C (-1.5838, 1.3355, -0.2393)
O (-0.7685, 2.1084, 0.3393)
In (-2.5225, 2.3779, 1.3456)
H (-1.3123, 1.0745, -1.2952)

---

5.
Computed, not measured: the ion C4H11FNO4P2 with charge -1 in a non-equilibrium geometry, with ωB97M-V/def2-TZVPD.

Output
HOMO-LUMO gap (eV): 7.752
Electronic energy (eV): -35302.277
Highest occupied orbital energy (hartree): -0.16019
Total charge: -1

Cartesian coordinates (Å):
N (-1.2786, 2.7083, -0.7453)
C (-0.1745, 2.2943, -0.2489)
C (0.7950, 1.3829, -0.9955)
P (1.1613, -0.3498, -0.2380)
C (0.2397, 0.0186, 1.4330)
C (0.4772, -1.1998, 2.3597)
O (1.5181, -1.4752, 2.7976)
F (-0.5906, -1.9999, 2.7479)
P (-0.6545, -1.3021, -1.2020)
O (-0.2578, -1.8062, -2.5539)
O (-1.9307, -0.2594, -1.4726)
O (-1.1353, -2.6327, -0.3129)
H (-1.7187, 3.2989, -0.0277)
H (0.0599, 2.6847, 0.7729)
H (1.7676, 1.8933, -1.1848)
H (0.3555, 1.2105, -2.0090)
H (1.4923, -1.6682, 0.2546)
H (1.8677, -0.6877, -1.4655)
H (2.4234, 0.1806, 0.2724)
H (0.6668, 0.8655, 2.0139)
H (-0.8711, 0.0832, 1.3440)
H (-2.4573, -0.1001, -0.6733)
H (-1.7554, -3.1397, -0.8667)

---

6.
Computed, not measured: a structure of composition H10O17PbS3 in a non-equilibrium geometry, with ωB97M-V/def2-TZVPD.

Output
HOMO-LUMO gap (eV): 1.954
Electronic energy (eV): -72712.415
Highest occupied orbital energy (hartree): 0.22321
Total charge: -4

Cartesian coordinates (Å):
Pb (6.7322, 5.4021, 10.0054)
S (4.8074, 3.5556, 7.3641)
O (5.2219, 4.5790, 8.2906)
O (5.2590, 2.2219, 7.7425)
O (3.3565, 3.5560, 7.4030)
O (5.3135, 3.9193, 6.0117)
S (7.3869, 1.6550, 10.4609)
O (8.7418, 1.2163, 10.3459)
O (7.1649, 2.9651, 9.9198)
O (6.5637, 0.6858, 9.8332)
O (7.2687, 1.6053, 11.8916)
S (9.8197, 4.7211, 11.9237)
O (10.1814, 5.3023, 13.2542)
O (8.6584, 5.4667, 11.4059)
O (10.9046, 4.7131, 10.9265)
O (9.4274, 3.3496, 12.1795)
O (6.2448, 4.5041, 12.4462)
H (5.8867, 3.6338, 12.2713)
H (6.6471, 4.4286, 13.3115)
O (6.2803, 7.1433, 8.1647)
H (5.3646, 7.2287, 7.8993)
H (6.7652, 7.6647, 7.5249)
O (4.2867, 5.7736, 10.8732)
H (4.2778, 5.8542, 11.8270)
H (3.5463, 6.3049, 10.5805)
O (6.4357, 7.4902, 11.3829)
H (6.2521, 8.4265, 11.3072)
H (6.9632, 7.4125, 12.1778)
O (8.4141, 4.9054, 8.1525)
H (9.2896, 5.2724, 8.2751)
H (8.5500, 3.9580, 8.1441)

---

7.
Computed, not measured: a structure of composition C8H25ClIMnN2P2S in a non-equilibrium geometry, with ωB97M-V/def2-TZVPD.

Output
HOMO-LUMO gap (spin up / spin down) (eV): 6.184 / 8.069
Electronic energy (eV): -93026.212
Highest occupied orbital energy (spin up / spin down) (hartree): -0.55150 / -0.56134
Total charge: +2
Multiplicity: 5

Cartesian coordinates (Å):
C (-1.4267, -0.0088, -5.0664)
I (-0.8158, -0.1064, -2.9347)
H (-0.5348, 0.0930, -5.6849)
H (-2.0859, 0.8501, -5.1922)
H (-1.9492, -0.9368, -5.2920)
Mn (-0.0262, 0.0412, -0.0878)
P (0.2490, 2.4192, -0.4296)
C (-1.4047, 3.1440, -0.2942)
C (1.2420, 3.1889, 0.8814)
H (1.3612, 4.2539, 0.6498)
H (0.9535, 4.0530, -2.0402)
H (2.2277, 2.7110, 0.9345)
H (1.9285, 2.5390, -2.1513)
H (-1.8402, 2.8660, 0.6759)
H (0.7377, 3.0806, 1.8499)
C (0.9211, 2.9553, -2.0215)
H (-1.3067, 4.2330, -0.3868)
H (0.2797, 2.5839, -2.8333)
H (-2.0277, 2.7437, -1.1050)
P (0.2054, -2.3277, -0.0345)
C (-1.4138, -3.1045, 0.2205)
C (0.8815, -3.1187, -1.5182)
H (2.2070, -2.4395, 1.3062)
H (1.3277, -4.0031, 1.3096)
H (0.7704, -2.6291, 2.3118)
C (1.2211, -2.9112, 1.3542)
H (1.8754, -2.7069, -1.7257)
H (0.9490, -4.2030, -1.3594)
H (-1.2910, -4.1928, 0.3082)
H (-2.0547, -2.8652, -0.6367)
H (0.2424, -2.9021, -2.3827)
H (-1.8806, -2.6933, 1.1242)
Cl (2.2378, 0.0368, -0.1031)
N (0.7756, 0.5948, 3.6718)
C (-0.4157, 0.0131, 3.4486)
N (-0.9501, -0.8205, 4.3614)
S (-1.2831, 0.2568, 1.9451)
H (1.3716, 0.3302, 4.4635)
H (1.1159, 1.3157, 3.0376)
H (-1.8811, -1.1997, 4.2051)
H (-0.4934, -1.1339, 5.2209)

---

8.
Computed, not measured: an isolated molecule of C5H8O, with ωB97M-V/def2-TZVPD.

Output
HOMO-LUMO gap (eV): 11.170
Electronic energy (eV): -7360.128
Highest occupied orbital energy (hartree): -0.37307
Total charge: 0
SMILES: C#C[C@H](O)CC

Cartesian coordinates (Å):
C (-2.2576, 1.0298, 0.1646)
C (-1.1192, 0.7550, 0.4520)
C (0.3167, 0.5151, 0.7011)
O (0.9882, 1.7483, 0.8995)
C (0.9289, -0.2095, -0.4982)
C (0.3383, -1.6080, -0.6414)
H (-3.2659, 1.2589, -0.1045)
H (0.4460, -0.1219, 1.5925)
H (0.3289, 2.3821, 1.2047)
H (0.7354, 0.3974, -1.3898)
H (2.0159, -0.2512, -0.3619)
H (0.5929, -2.2295, 0.2254)
H (0.7059, -2.1122, -1.5391)
H (-0.7543, -1.5545, -0.7048)